Density functional theory data (wB97M-V/def2-TZVPD) for a molecular structure, C22H27IN3O3PPd.

As for the gap between HOMO and LUMO: 4.8 eV.

Structure (XYZ):
```
58
Properties=species:S:1:pos:R:3:nbo_charge:R:1
Pd 0.056 0.043 0.008 0.818
N 0.700 2.027 0.010 -0.806
C -0.244 3.129 -0.254 -0.241
C -1.615 2.693 0.308 -0.232
N -1.741 1.265 0.028 -0.862
H 1.166 2.145 0.922 0.401
H 1.560 2.013 -0.592 0.441
H -0.322 3.278 -1.334 0.183
H 0.092 4.062 0.205 0.187
H -2.433 3.265 -0.137 0.181
H -1.632 2.846 1.389 0.193
H -2.197 1.094 -0.886 0.364
H -2.434 0.756 0.627 0.382
O 1.800 0.055 -0.011 -1.054
O 0.658 -1.889 -0.008 -1.062
P 0.918 -2.702 -1.255 1.919
C 0.631 -1.786 -2.841 -0.429
C 0.205 -0.452 -2.937 -0.084
C 0.018 0.135 -4.184 -0.245
C 0.250 -0.588 -5.347 -0.178
C 0.672 -1.906 -5.266 -0.236
C 0.860 -2.498 -4.025 -0.199
C -0.236 -4.121 -1.125 -0.410
C -1.136 -4.409 -2.153 -0.224
C -2.013 -5.483 -2.043 -0.208
C -2.000 -6.276 -0.904 -0.201
C -1.113 -5.991 0.127 -0.230
C -0.237 -4.919 0.017 -0.115
C 2.671 -3.194 -1.105 -0.292
C 3.580 -2.905 -2.120 -0.193
C 4.914 -3.275 -1.996 -0.214
C 5.348 -3.934 -0.855 -0.199
C 4.448 -4.217 0.165 -0.199
C 3.117 -3.847 0.041 -0.198
H 0.008 0.163 -2.055 0.214
H -0.311 1.164 -4.248 0.211
H 0.103 -0.124 -6.314 0.212
H 0.855 -2.474 -6.170 0.216
H 1.190 -3.531 -3.981 0.217
H -1.170 -3.802 -3.048 0.227
H -2.707 -5.699 -2.845 0.217
H -2.683 -7.111 -0.817 0.217
H -1.106 -6.604 1.018 0.216
H 0.433 -4.711 0.839 0.216
H 3.268 -2.387 -3.016 0.220
H 5.614 -3.048 -2.790 0.213
H 6.387 -4.221 -0.758 0.212
H 4.787 -4.723 1.059 0.212
H 2.441 -4.066 0.854 0.215
N -2.858 -2.520 1.352 -0.812
C -2.616 -1.948 0.155 0.663
O -1.652 -1.204 0.021 -0.647
C -3.536 -2.228 -1.020 -0.620
I -5.165 -3.539 -0.630 0.091
H -2.228 -2.314 2.110 0.418
H -3.635 -3.138 1.511 0.405
H -2.927 -2.649 -1.817 0.262
H -3.927 -1.270 -1.363 0.248
```

Density functional theory data (wB97M-V/def2-TZVPD) for a molecular structure, C32H30Cl2CoN9O4S.

As for the gap between HOMO and LUMO (alpha / beta): 6.5 / 6.4 eV. Its spin multiplicity is 2. Its charge is +1.

Structure (XYZ):
```
79
Properties=species:S:1:pos:R:3:mulliken_spin:R:1
Co 0.285 -0.134 -0.513 1.027
N 2.170 -0.120 0.008 -0.006
C 2.856 1.112 -0.438 -0.008
C 3.784 1.604 0.681 0.000
C 4.509 2.940 0.531 -0.001
C 5.534 3.040 -0.599 0.000
N 4.976 3.154 -1.955 0.000
C 4.262 4.186 -2.386 0.000
N 4.242 5.333 -1.706 0.000
N 3.662 4.129 -3.580 0.000
C 1.808 2.108 -0.952 -0.008
O 2.111 3.284 -1.129 0.004
O 0.677 1.590 -1.246 -0.008
H 2.017 -0.055 1.046 0.002
H 2.761 -0.927 -0.153 0.000
H 3.435 0.852 -1.334 -0.003
H 4.526 0.817 0.857 0.000
H 3.183 1.652 1.592 0.001
H 5.062 3.110 1.458 0.000
H 3.770 3.736 0.451 0.000
H 6.175 2.159 -0.617 0.000
H 6.206 3.887 -0.440 0.000
H 4.953 2.326 -2.525 0.000
H 4.577 5.341 -0.758 0.000
H 3.511 5.995 -1.907 0.000
H 3.445 3.223 -3.959 0.000
H 2.998 4.848 -3.812 0.000
S -5.703 -4.063 0.870 0.000
N -5.542 -2.589 0.236 0.000
C -4.246 -2.378 0.079 -0.001
C -3.645 -1.171 -0.464 -0.001
C -4.354 -0.045 -0.889 0.001
C -3.654 1.036 -1.377 -0.001
C -2.258 1.002 -1.389 0.010
N -1.586 -0.068 -0.993 0.010
C -2.261 -1.142 -0.548 0.005
C -1.432 -2.269 -0.122 -0.015
N -0.099 -2.086 -0.238 -0.026
C 0.704 -3.072 0.137 0.006
C 0.224 -4.280 0.639 0.001
C -1.135 -4.460 0.778 0.000
C -1.994 -3.434 0.386 0.000
C -3.445 -3.475 0.492 0.000
N -4.151 -4.494 0.957 0.000
H -5.435 -0.039 -0.829 0.000
H -4.164 1.924 -1.716 0.000
H -1.658 1.839 -1.722 -0.001
H 1.767 -2.899 0.039 0.000
H 0.924 -5.049 0.931 0.000
H -1.547 -5.374 1.184 0.000
Cl -5.204 -0.268 3.515 0.000
C -5.088 1.161 2.545 0.000
C -6.251 1.753 2.082 0.000
C -6.172 2.879 1.274 0.000
C -4.937 3.410 0.941 0.000
C -3.788 2.810 1.432 -0.001
Cl -2.243 3.480 1.006 0.000
C -3.824 1.673 2.240 0.001
N -2.665 1.064 2.718 0.002
C -2.231 1.266 4.039 0.000
C -2.810 2.226 4.863 0.000
C -2.353 2.401 6.160 0.000
C -1.301 1.635 6.642 0.000
C -0.732 0.675 5.818 0.000
C -1.189 0.469 4.524 -0.001
C -0.650 -0.646 3.669 0.003
C 0.218 -0.201 2.501 -0.004
O 1.454 -0.162 2.631 0.003
O -0.398 0.103 1.428 0.015
H -7.206 1.325 2.352 0.000
H -7.077 3.345 0.909 0.000
H -4.855 4.291 0.321 0.000
H -1.940 0.844 2.040 -0.004
H -3.619 2.840 4.485 0.000
H -2.819 3.148 6.789 0.000
H -0.935 1.773 7.650 0.000
H 0.077 0.055 6.187 0.000
H -1.500 -1.199 3.256 0.000
H -0.053 -1.317 4.284 -0.001
```

Density functional theory data (wB97M-V/def2-TZVPD) for C23H23N3O6S2 in the gas phase.

As for the gap between HOMO and LUMO: 8.3 eV. The SMILES is CCOC(=O)c1sc(NC(=O)c2ccc(S(=O)(=O)N3CCOCC3)cc2)nc1-c1ccccc1.

Structure (XYZ):
```
57
Properties=species:S:1:pos:R:3:nbo_charge:R:1
C -7.949 -1.012 0.629 -0.634
C -7.335 -0.763 -0.740 -0.073
H -7.117 -1.714 -1.237 0.201
H -7.994 -0.156 -1.366 0.190
O -6.128 -0.010 -0.641 -0.519
C -5.004 -0.696 -0.360 0.765
O -4.961 -1.893 -0.223 -0.591
C -3.882 0.227 -0.248 -0.373
C -2.550 0.029 0.066 0.212
N -1.840 1.178 0.202 -0.508
C -2.538 2.235 -0.019 0.266
N -2.048 3.510 0.009 -0.624
C -0.728 3.893 0.162 0.678
O -0.441 5.061 0.244 -0.547
C 0.250 2.764 0.201 -0.093
C 0.805 2.375 1.413 -0.181
C 1.662 1.287 1.455 -0.193
C 1.964 0.617 0.286 -0.329
C 1.458 1.028 -0.932 -0.176
C 0.599 2.110 -0.978 -0.133
H 0.181 2.435 -1.918 0.217
H 1.726 0.475 -1.818 0.242
S 3.021 -0.823 0.321 2.318
O 2.541 -1.795 -0.614 -0.932
O 3.227 -1.228 1.685 -0.947
N 4.435 -0.170 -0.330 -0.669
C 5.140 0.689 0.599 -0.266
H 4.438 1.435 0.975 0.218
C 6.289 1.369 -0.151 -0.073
H 6.901 1.958 0.534 0.201
O 7.151 0.424 -0.737 -0.518
C 6.455 -0.417 -1.628 -0.072
H 7.191 -1.121 -2.020 0.202
C 5.327 -1.158 -0.911 -0.266
H 4.740 -1.762 -1.602 0.239
H 5.750 -1.806 -0.130 0.189
H 6.034 0.177 -2.451 0.168
H 5.868 2.025 -0.928 0.167
H 5.532 0.106 1.444 0.199
H 2.082 0.931 2.384 0.247
H 0.546 2.903 2.317 0.227
H -2.718 4.267 -0.069 0.424
S -4.223 1.932 -0.398 0.407
C -1.804 -1.211 0.245 -0.027
C -0.746 -1.208 1.157 -0.204
C 0.047 -2.327 1.313 -0.209
C -0.201 -3.458 0.553 -0.182
C -1.247 -3.467 -0.355 -0.218
C -2.048 -2.351 -0.514 -0.173
H -2.852 -2.361 -1.231 0.225
H -1.438 -4.347 -0.950 0.213
H 0.426 -4.329 0.665 0.215
H 0.869 -2.311 2.012 0.228
H -0.564 -0.318 1.739 0.221
H -8.896 -1.533 0.514 0.217
H -7.281 -1.625 1.229 0.225
H -8.122 -0.069 1.142 0.210
```

Density functional theory data (wB97M-V/def2-TZVPD) for C6H8BrNO in the gas phase.

As for the gap between HOMO and LUMO (alpha / beta): 6.5 / 9.6 eV.

Structure (XYZ):
```
17
Properties=species:S:1:pos:R:3:nbo_charge:R:1
C -1.011 -1.156 -0.720 -0.182
C 0.134 -1.624 0.121 -0.370
C -1.503 0.061 -0.413 -0.191
C 1.340 -1.216 0.188 0.137
C -1.225 0.968 0.685 -0.354
C 2.398 -0.386 -0.355 -0.166
N -0.259 1.914 0.154 -0.410
O 2.364 0.881 0.251 -0.741
Br -0.869 3.448 -0.549 0.259
H -1.179 -1.826 -1.577 0.231
H -0.365 -2.272 0.915 0.220
H -2.195 0.577 -1.157 0.207
H -2.199 1.272 1.071 0.215
H -0.567 0.624 1.489 0.246
H 2.160 -0.402 -1.520 0.179
H 3.541 -0.750 -0.173 0.215
H 1.604 1.459 0.013 0.505
```

Density functional theory data (wB97M-V/def2-TZVPD) for C2HN3S in the gas phase.

As for the gap between HOMO and LUMO: 9.0 eV.

Structure (XYZ):
```
7
Properties=species:S:1:pos:R:3:nbo_charge:R:1
C 0.675 0.837 -0.500 0.651
C -0.151 3.458 -0.109 0.190
N 1.162 1.803 -1.071 -0.370
N 0.674 3.054 -0.899 -0.302
N 0.421 -0.085 0.206 -0.663
S -1.124 4.026 0.964 0.069
H -0.168 -0.884 0.239 0.425
```

Density functional theory data (wB97M-V/def2-TZVPD) for C25H25FN6O3 in the gas phase.

As for the gap between HOMO and LUMO: 9.3 eV. The SMILES is CC(C)(C)NC(=O)[C@H](c1ccco1)N(C(=O)Cn1nnc(-c2ccc(F)cc2)n1)c1ccccc1.

Structure (XYZ):
```
60
Properties=species:S:1:pos:R:3:nbo_charge:R:1
C -1.250 -3.842 1.773 -0.620
H -1.003 -4.898 1.707 0.208
H -0.340 -3.278 1.952 0.238
H -1.924 -3.690 2.612 0.209
C -1.904 -3.372 0.472 0.126
N -2.226 -1.946 0.581 -0.623
C -1.328 -0.963 0.759 0.703
O -0.136 -1.118 0.889 -0.631
C -2.001 0.432 0.794 -0.190
C -2.765 0.694 -0.461 0.255
C -3.905 1.412 -0.682 -0.282
C -4.137 1.363 -2.078 -0.315
C -3.122 0.623 -2.598 0.099
O -2.289 0.213 -1.631 -0.404
H -2.892 0.326 -3.602 0.208
H -4.946 1.817 -2.612 0.232
H -4.500 1.908 0.056 0.232
N -1.018 1.485 1.032 -0.472
C -0.822 1.871 2.312 0.700
O -1.503 1.473 3.233 -0.610
C 0.329 2.858 2.566 -0.315
N 1.485 2.545 1.792 -0.002
N 2.140 3.417 1.062 -0.031
N 3.074 2.777 0.458 -0.262
C 2.966 1.484 0.834 0.242
N 1.965 1.332 1.695 -0.246
C 3.780 0.397 0.335 -0.046
C 4.955 0.662 -0.363 -0.170
C 5.718 -0.381 -0.852 -0.288
C 5.286 -1.678 -0.636 0.398
C 4.115 -1.963 0.046 -0.273
C 3.358 -0.917 0.534 -0.186
H 2.431 -1.096 1.057 0.254
H 3.812 -2.989 0.184 0.229
F 6.028 -2.700 -1.114 -0.326
H 6.634 -0.205 -1.393 0.231
H 5.256 1.687 -0.514 0.233
H 0.559 2.792 3.635 0.249
H 0.035 3.882 2.324 0.253
C -0.397 2.078 -0.102 0.225
C -0.666 3.408 -0.405 -0.243
C -0.080 3.993 -1.512 -0.204
C 0.760 3.252 -2.327 -0.203
C 1.006 1.921 -2.038 -0.193
C 0.426 1.327 -0.931 -0.249
H 0.626 0.296 -0.689 0.252
H 1.662 1.340 -2.668 0.218
H 1.223 3.713 -3.185 0.216
H -0.281 5.029 -1.738 0.216
H -1.332 3.976 0.228 0.214
H -2.679 0.457 1.658 0.279
H -3.197 -1.695 0.484 0.403
C -0.958 -3.585 -0.712 -0.621
H -1.412 -3.217 -1.630 0.209
H -0.736 -4.642 -0.829 0.209
H -0.030 -3.047 -0.544 0.236
C -3.220 -4.113 0.239 -0.612
H -3.694 -3.773 -0.680 0.210
H -3.903 -3.951 1.070 0.210
H -3.034 -5.180 0.153 0.223
```

These records have energy above the lowest of the compared OMol25 structures with the same formula, charge and spin values of 5.830, 0.000, 0.021, 5.610, 0.625, 1.663 eV, in the order they appear.